Entry 1:
32
Properties=species:S:1:pos:R:3:lowdin_charge:R:1 method="wB97M-V/def2-TZVPD" total_charge=0 smiles="C=Cc1cc(C)c[nH]1.O.O.O.O.O" de_lowest_kj_mol=17.4
C -2.20 0.70 2.20 -0.045
C -1.08 0.37 1.25 -0.307
C -1.14 -0.51 0.20 -0.095
N 0.08 -0.53 -0.42 0.067
C 0.93 0.33 0.21 -0.319
C 0.23 0.91 1.27 -0.006
C 2.89 0.15 -1.28 0.026
C 2.31 0.59 -0.16 -0.131
H -1.85 1.37 2.98 0.076
H -3.01 1.21 1.69 0.072
H -2.58 -0.20 2.68 0.080
H -1.99 -1.06 -0.17 0.121
H 0.30 -1.03 -1.28 0.115
H 0.65 1.60 1.98 0.117
H 3.93 0.35 -1.50 0.057
H 2.40 -0.49 -2.01 0.042
H 2.91 1.19 0.51 0.111
H -0.49 1.43 -1.50 0.030
H -0.54 2.51 -2.66 0.089
O -0.85 1.64 -2.36 -0.034
H 0.20 -1.90 1.79 0.019
H 0.27 -1.27 3.17 0.056
O 0.47 -2.07 2.69 -0.033
H -0.20 0.08 -3.11 0.020
H -0.23 -1.32 -3.87 0.071
O 0.24 -0.79 -3.20 -0.086
H -4.10 0.99 -1.45 0.034
H -2.70 0.69 -1.99 0.002
O -3.52 0.26 -1.69 -0.062
H 2.33 -1.98 2.51 -0.001
H 3.12 -1.46 1.30 0.002
O 3.24 -1.75 2.22 -0.088

Entry 2:
30
Properties=species:S:1:pos:R:3:lowdin_charge:R:1 method="wB97M-V/def2-TZVPD" total_charge=0 smiles="C[Si](C)(C)N(C=O)[Si](C)(C)C" de_lowest_kj_mol=157.2
C 0.44 2.24 -0.14 -0.354
C -2.77 1.75 0.13 -0.192
C -1.91 -1.05 1.26 -0.163
C -1.63 -0.51 -1.89 -0.183
C 2.37 -0.11 -1.53 -0.146
C 2.44 0.23 1.73 -0.172
C 1.17 -2.24 0.47 -0.179
N 0.09 0.81 0.00 -0.203
O 1.52 2.65 -0.40 0.039
Si -1.55 0.25 -0.18 0.478
Si 1.45 -0.36 0.14 0.540
H -0.56 2.84 -0.03 0.123
H -2.65 2.45 -0.79 0.052
H -3.80 1.48 0.20 0.002
H -2.44 2.36 1.02 0.040
H -1.22 -1.91 0.95 -0.008
H -1.38 -0.98 2.21 0.026
H -2.95 -1.26 1.47 0.016
H -1.34 0.07 -2.81 0.048
H -1.11 -1.48 -2.08 0.041
H -2.69 -0.78 -2.03 0.024
H 3.09 0.63 -1.23 0.011
H 2.74 -0.92 -2.13 0.022
H 1.51 0.47 -1.94 0.022
H 1.84 0.55 2.52 -0.022
H 3.30 -0.41 2.01 0.030
H 2.90 1.28 1.47 0.059
H 1.84 -2.86 -0.07 0.016
H 1.17 -2.56 1.50 0.023
H 0.15 -2.60 0.17 0.010

Entry 3:
52
Properties=species:S:1:pos:R:3:lowdin_charge:R:1 method="wB97M-V/def2-TZVPD" total_charge=+3
N -3.57 -0.14 1.41 0.018
C -2.34 0.67 1.34 -0.247
C -2.80 2.11 1.10 -0.077
N -2.50 2.59 -0.33 0.188
C -1.26 2.83 -0.63 -0.399
N -0.87 4.07 -1.10 0.183
N -0.24 1.87 -0.53 0.025
H -3.36 -1.07 1.75 0.075
H -3.89 -0.26 0.45 0.078
H -1.72 0.27 0.55 0.088
H -1.85 0.58 2.31 0.106
H -3.87 2.15 1.23 0.127
H -2.34 2.84 1.75 0.107
H -2.94 3.50 -0.45 0.119
H -1.37 4.81 -0.59 0.101
H -0.96 4.18 -2.11 0.146
H -0.15 1.12 -1.20 0.031
H 0.32 1.83 0.31 0.096
O -2.24 5.51 1.50 -0.563
H -2.62 5.08 2.29 -0.049
Al 1.92 2.31 -1.62 1.031
C 0.11 -2.00 -2.64 -0.718
O 0.71 -1.27 -1.88 0.033
N -0.12 -3.29 -2.24 0.158
N -0.37 -1.63 -3.89 0.104
H -0.64 -3.98 -2.75 0.063
H 0.25 -3.52 -1.33 0.105
H -0.22 -0.67 -4.17 0.125
H -0.90 -2.23 -4.50 0.018
Br -4.10 5.84 1.10 0.737
O 5.48 2.58 -2.14 -0.557
H 5.26 1.84 -1.56 -0.165
C -0.23 -4.71 1.19 -0.675
O -0.88 -4.50 2.24 0.270
O 0.72 -3.78 0.89 0.131
O -0.41 -5.65 0.42 0.260
H 0.58 -3.21 1.68 0.081
C -0.49 -1.10 5.21 -0.675
F 0.39 -0.14 4.91 0.160
F -0.29 -1.47 6.45 0.209
F -1.71 -0.59 5.10 0.162
S -0.29 -2.51 4.07 0.553
O 1.06 -2.98 4.24 -0.132
O -0.52 -1.97 2.74 -0.229
O -1.28 -3.49 4.45 -0.080
C 6.03 -0.55 -3.68 -0.996
Cl 5.19 -1.20 -5.10 0.488
Cl 5.19 -0.96 -2.19 0.493
H 7.03 -0.96 -3.64 0.038
H 6.07 0.54 -3.76 0.009
Na 6.28 4.52 -1.79 0.745
Al 0.76 -3.78 -4.87 1.099

Entry 4:
32
Properties=species:S:1:pos:R:3:lowdin_charge:R:1 method="wB97M-V/def2-TZVPD" total_charge=-1
In 0.00 0.00 0.00 0.273
Cl 0.00 1.61 -1.39 0.148
C -1.70 -0.92 0.27 -0.337
H -1.64 -1.74 0.99 -0.007
H -2.07 -1.34 -0.68 -0.019
H -2.48 -0.22 0.61 0.005
Y 0.70 0.08 -4.74 0.991
C -1.32 0.67 -4.64 -0.376
C 2.29 1.22 -3.98 -0.386
C 1.09 -1.59 -5.48 -0.379
H 2.82 0.64 -3.21 -0.029
H 3.02 1.42 -4.79 -0.041
H 1.98 2.18 -3.55 -0.052
H -1.89 -0.07 -4.06 -0.029
H -1.47 1.66 -4.19 -0.045
H -1.76 0.68 -5.65 -0.041
H 0.33 -2.28 -5.89 -0.079
H 2.10 -2.01 -5.56 -0.078
C -1.52 0.88 4.39 -0.192
Si 0.00 0.00 3.77 0.326
C 1.52 0.88 4.39 -0.197
C 0.00 -1.76 4.39 -0.192
O 0.00 0.00 2.00 -0.542
H -1.52 0.88 5.50 0.027
H -2.43 0.36 4.02 0.033
H -1.52 1.92 4.02 0.034
H 1.52 0.88 5.50 0.026
H 2.43 0.36 4.02 0.033
H 1.52 1.93 4.02 0.033
H -0.91 -2.28 4.02 0.032
H 0.91 -2.28 4.02 0.034
H 0.00 -1.76 5.50 0.028

Entry 5:
32
Properties=species:S:1:pos:R:3:lowdin_charge:R:1 method="wB97M-V/def2-TZVPD" total_charge=+1
C 1.57 0.77 -3.48 -0.022
C 0.48 -0.33 -3.58 -0.377
C -0.22 -0.38 -2.19 -0.134
O -1.53 -0.83 -2.31 -0.020
C -2.51 -0.11 -1.57 0.048
N -0.50 -0.30 -4.69 0.058
H -1.72 -0.89 -3.26 0.147
H -0.58 0.54 -5.27 0.110
H -0.43 -1.04 -5.35 0.084
H 2.05 0.53 -2.51 0.097
H 1.12 1.75 -3.62 0.091
H 2.23 0.52 -4.33 0.098
H 0.89 -1.34 -3.69 0.145
H -0.16 0.61 -1.69 0.143
H 0.37 -1.05 -1.54 0.155
H -3.25 0.37 -2.28 0.153
H -2.17 0.67 -0.95 0.092
H -2.82 -0.84 -0.83 0.123
C 0.94 0.46 1.99 -0.019
C -0.39 0.65 2.73 -0.503
O -1.38 1.16 2.26 0.078
N -0.40 0.06 3.99 0.028
H 3.15 0.68 6.69 0.262
H -1.31 -0.14 4.38 0.065
C 0.81 -0.14 4.78 -0.198
H 0.96 1.22 1.19 0.076
H 1.08 -0.40 1.33 0.068
H 1.93 0.30 2.46 0.084
H 1.37 0.85 4.93 0.074
H 1.42 -1.04 4.49 0.107
H 0.47 -0.32 5.79 -0.010
Cl -1.44 -1.98 6.12 -0.103

Entry 6:
32
Properties=species:S:1:pos:R:3:lowdin_charge:R:1 method="wB97M-V/def2-TZVPD" total_charge=-1
C -2.24 1.74 2.30 -0.070
C -1.68 2.06 0.92 -0.313
O -2.25 1.21 -0.02 -0.178
C -1.47 0.97 -1.19 -0.310
C -1.33 -0.50 -1.51 -0.336
P -0.61 -1.53 -0.05 0.487
F -0.02 -2.43 1.33 -0.453
C 1.03 -1.98 -0.94 -0.295
C 2.13 -0.94 -0.92 -0.429
O 1.78 0.25 -1.65 -0.076
C 2.58 -0.60 0.51 -0.257
N 2.66 0.84 0.75 -0.010
H -3.03 1.02 2.19 0.071
H -1.47 1.34 2.94 0.064
H -2.64 2.63 2.78 0.054
H -1.86 3.12 0.69 0.107
H -0.60 1.94 0.97 0.086
H -1.97 1.46 -2.04 0.103
H -0.48 1.41 -1.12 0.090
H -2.30 -0.90 -1.80 0.059
H -0.70 -0.55 -2.39 0.052
H -1.20 -2.75 -0.62 -0.020
H -1.81 -1.31 0.71 -0.021
H -0.02 -0.32 0.50 0.003
H 0.78 -2.18 -1.99 0.058
H 1.46 -2.90 -0.56 0.067
H 3.01 -1.37 -1.43 0.117
H 2.02 0.07 -2.57 0.091
H 1.90 -1.10 1.20 0.073
H 3.57 -1.01 0.70 0.100
H 1.76 1.27 0.59 0.037
H 2.98 1.03 1.69 0.050

no.,energy (eV)
1,-19295.027
2,-26861.517
3,-166601.100
4,-36241.953
5,-27164.515
6,-25173.445